# 1
{"formula": "C8H13ClN2O", "method": "wB97M-V/def2-TZVPD", "elements": ["C", "C", "C", "C", "C", "C", "C", "C", "N", "N", "O", "Cl", "H", "H", "H", "H", "H", "H", "H", "H", "H", "H", "H", "H", "H"], "coordinates": [[3.1199, 0.5737, -0.8792], [-0.2927, -0.1076, 0.1411], [2.8670, -0.4788, 0.0324], [-2.1107, -1.8164, -0.5726], [-2.0720, 0.4968, -1.2751], [-2.4110, -0.0753, 1.2229], [3.1762, 2.3862, 0.6503], [-1.7384, -0.4257, -0.1101], [1.9015, -1.2699, 0.2789], [0.5254, -1.0969, 0.0232], [3.3607, 1.7427, -0.6122], [4.4135, -1.2303, 0.3960], [-1.3879, -2.1053, -1.3908], [-2.2598, -2.4421, 0.2507], [-3.1181, -1.8661, -0.9250], [-1.9311, 1.5364, -0.8828], [-1.1344, 0.2783, -1.9129], [-3.1274, 0.3367, -1.7649], [-2.9881, -0.9349, 1.5266], [-1.6551, 0.2459, 1.8979], [-3.1210, 0.7987, 1.2517], [2.6997, 1.7153, 1.4865], [2.6572, 3.3074, 0.6126], [4.2198, 2.5715, 0.8580], [0.4067, -2.1402, -0.3032]], "forces_ev_per_angstrom": [[-0.1824, -1.9352, -1.7920], [1.4758, -0.2021, 0.3420], [-1.3431, -1.3675, 0.6424], [0.9841, 0.4674, -1.1164], [0.5777, 0.8622, -0.6426], [-1.5251, 0.9210, -0.5291], [0.8814, -1.9966, 2.8256], [-0.9982, 0.5217, -0.2348], [0.5232, 0.5270, 0.8964], [0.7036, -2.8145, -1.4352], [-0.8971, 2.7713, -0.3226], [0.3735, 0.3555, 0.1197], [-0.9781, -0.4123, 0.9573], [1.0674, -1.7047, 1.2926], [-0.6732, 0.5453, -0.9937], [-0.3852, -0.6435, -0.7503], [-2.0280, 0.7081, -0.2479], [2.2664, 0.2428, 0.8395], [0.0106, -0.1871, 0.7381], [0.5541, -0.2882, 1.0423], [0.5310, -0.7538, -0.7046], [0.8626, 0.9398, -1.8798], [-0.6910, 0.6904, -0.7554], [0.1356, 0.4167, 0.9263], [-1.2458, 2.3364, 0.7824]], "lowdin_charge": [-0.121, -0.029, -0.768, -0.080, -0.086, -0.049, -0.015, -0.671, -0.008, -0.052, -0.062, 0.688, 0.104, 0.055, 0.073, 0.082, 0.099, 0.121, 0.068, 0.050, 0.098, 0.142, 0.080, 0.096, 0.185], "homo_energy_ev": -8.431, "gap_ev": 8.6, "e_lumo_ev": 0.17, "relative_energy_kj_mol": 692.79}



# 2
{"formula": "C8H13ClNO3P2", "method": "wB97M-V/def2-TZVPD", "elements": ["C", "C", "C", "Cl", "C", "C", "C", "C", "N", "C", "P", "P", "O", "O", "O", "H", "H", "H", "H", "H", "H", "H", "H", "H", "H", "H", "H", "H"], "coordinates": [[3.0811, -1.0322, 0.3205], [2.1503, -1.5088, -0.9551], [1.3113, -0.2957, -1.6739], [-0.0528, -0.9745, -2.7908], [0.7474, 0.7493, -0.5352], [1.3087, 2.3081, -0.4661], [0.6853, 3.2681, 0.7306], [-0.4410, 2.6023, 1.7721], [-0.9215, 1.1567, 1.6576], [-0.3831, 0.2378, 0.5409], [-1.1637, -1.5469, 0.5326], [-3.2855, -1.1410, 0.0133], [-4.0417, -0.8546, 1.3714], [-3.9973, -2.3798, -0.9826], [-3.2753, 0.3749, -0.8829], [3.5790, -2.0281, 0.7471], [3.9535, -0.3171, -0.0136], [2.4587, -0.5860, 1.2231], [1.3750, -2.3558, -0.6928], [2.9069, -1.9657, -1.7562], [2.0559, 0.3038, -2.3764], [2.1233, 2.6734, -1.2365], [1.0846, 4.3667, 0.8311], [-0.9083, 3.2232, 2.6770], [-1.6487, 0.8042, 2.3495], [-1.0631, -2.0788, 1.8725], [-4.0172, -3.2263, -0.4459], [-3.6220, 0.2229, -1.8315]], "forces_ev_per_angstrom": [[-0.0731, -1.0776, 0.2979], [0.3654, -0.3737, -0.4840], [1.1802, 0.7811, 0.8216], [1.4377, 0.8775, 1.3478], [-1.7336, 1.9693, 2.1442], [-3.4489, -1.6733, 3.3866], [-0.9251, -4.6316, -0.7515], [1.4282, -1.3184, -2.1462], [3.7147, 2.8899, -3.1823], [0.8741, 3.0930, 0.5007], [1.8660, 0.3234, -1.5052], [-4.5121, 2.6005, 2.9217], [2.6465, -1.3501, -4.5572], [2.0804, 1.7846, 2.4056], [-0.5245, -4.2123, -0.7681], [-0.9920, 2.2244, -0.9957], [-1.9042, -1.3140, 0.6935], [1.3005, -0.7264, -2.0420], [1.6732, 1.7669, -0.2817], [-1.8551, 1.0471, 1.6001], [-1.8351, -1.1484, 1.5015], [-1.8945, -0.7467, 1.8056], [-1.1645, -2.4262, 0.0273], [1.1702, -1.5307, -2.3038], [1.1160, 0.4812, -1.3290], [-0.6840, 1.1077, -0.3235], [-0.0864, 1.2586, -0.7047], [0.7800, 0.3246, 1.9205]], "lowdin_charge": [-0.132, -0.277, -0.610, 0.511, -0.115, 0.077, 0.035, 0.052, 0.024, -0.292, 0.813, 0.502, -0.419, -0.227, -0.248, 0.099, 0.092, 0.075, 0.079, 0.134, 0.127, 0.129, 0.114, 0.146, 0.154, -0.050, 0.098, 0.109], "homo_energy_ev": -12.536, "charge": 1, "gap_ev": 7.1, "smiles": "CC[C@@H](Cl)c1ccc[nH+]c1PP(=O)(O)O", "e_lumo_ev": -5.45, "relative_energy_kj_mol": 490.02}



# 3
{"formula": "C8H13F6HoN5O8S2", "method": "wB97M-V/def2-TZVPD", "elements": ["Ho", "N", "C", "C", "O", "N", "C", "C", "O", "O", "H", "H", "H", "H", "H", "H", "N", "C", "N", "O", "H", "H", "H", "H", "F", "C", "F", "F", "S", "O", "O", "N", "S", "O", "O", "C", "F", "F", "F", "C", "H", "H", "H"], "coordinates": [[-1.2227, 0.1301, -0.3909], [0.3273, -0.5736, -2.4705], [0.4366, -2.0351, -2.5960], [-0.8097, -2.7307, -1.9678], [-1.3881, -3.6186, -2.5913], [-1.0576, -2.2747, -0.7422], [-2.2291, -2.8432, -0.0809], [-2.7227, -1.9649, 1.0990], [-3.3430, -2.5140, 1.9997], [-2.4587, -0.7156, 1.0463], [-0.3068, -0.2333, -3.1964], [1.2337, -0.1384, -2.6264], [1.3241, -2.3639, -2.0473], [0.5254, -2.3608, -3.6428], [-2.0163, -3.8438, 0.3210], [-3.0547, -2.9450, -0.8008], [2.2439, -1.3540, 2.3910], [1.3235, -1.4404, 1.3859], [1.2190, -2.6063, 0.7236], [0.5984, -0.4816, 1.0959], [3.0055, -2.0125, 2.3941], [2.4845, -0.4067, 2.6619], [1.6441, -3.4404, 1.0873], [0.3497, -2.6420, 0.1382], [-1.3015, 3.5502, 2.1546], [-1.1076, 2.5194, 1.3533], [-0.8782, 1.4229, 2.0740], [-2.2940, 2.3044, 0.7187], [0.2124, 2.7415, -0.0093], [-0.4452, 2.1493, -1.1449], [0.4803, 4.1408, -0.0757], [1.4672, 1.8761, 0.3461], [2.1792, 2.3653, 1.6715], [1.2615, 3.0193, 2.5473], [3.0620, 1.3874, 2.2291], [3.3669, 3.7272, 1.0775], [4.5333, 3.6503, 1.7346], [2.8915, 4.9499, 1.2747], [3.6434, 3.5856, -0.2221], [-3.0419, 0.4596, -2.0277], [-2.9681, 1.3907, -2.6123], [-4.0125, 0.5099, -1.5064], [-3.1548, -0.3409, -2.7738]], "forces_ev_per_angstrom": [[0.1961, -2.1134, -1.5828], [-0.1994, 0.2066, 0.0734], [-0.4257, -0.3693, -0.1445], [0.7238, 0.0534, -0.6420], [0.0155, -0.0404, 0.0279], [-0.8839, 0.8443, 0.3115], [-0.0638, -0.0082, 0.1656], [-0.4528, -1.9248, 0.2846], [0.0791, 0.1879, -0.1842], [-0.3103, 0.5737, 0.4358], [0.1714, 0.0486, 0.1987], [-0.2329, 0.0584, 0.0681], [-0.0809, 0.0312, -0.0382], [-0.0372, 0.0202, 0.2824], [-0.1589, 0.1560, -0.0868], [0.0570, -0.0523, 0.1957], [-0.0382, 0.1418, 0.0578], [0.2182, -0.4414, 0.1150], [-0.0136, -0.0969, -0.1179], [-0.0814, -0.0020, 0.1178], [-0.1046, 0.0185, -0.0259], [-0.0193, -0.1604, -0.0890], [-0.0390, 0.0336, 0.0600], [0.2232, -0.1311, 0.0740], [0.3718, -0.0759, -0.4235], [-0.6352, 0.3801, 0.7137], [0.0353, 0.2257, -0.1585], [0.3007, -0.0357, -0.2118], [0.8403, 2.1312, 0.5338], [-0.0596, -0.1388, -0.6390], [-0.4023, 0.2003, -0.0301], [-0.1144, -0.0148, -0.0815], [0.8469, 0.7332, 0.3442], [-0.0418, 0.3187, 0.4952], [0.1335, -0.2113, -0.4026], [0.3394, 0.0395, -0.0873], [-0.1891, -0.2267, 0.1456], [-0.2545, -0.1496, 0.0641], [-0.1512, -0.1096, -0.0147], [0.2507, 0.0025, 0.0886], [0.0337, -0.0174, 0.0720], [0.1377, -0.0231, -0.0164], [0.0157, -0.0624, 0.0513]], "lowdin_charge": [1.548, -0.033, -0.172, -0.582, 0.008, -0.137, -0.134, -0.635, 0.027, -0.189, 0.086, 0.088, 0.103, 0.111, 0.123, 0.127, 0.172, -0.613, 0.170, -0.111, 0.099, 0.061, 0.102, 0.060, 0.172, -0.654, 0.117, 0.082, 0.572, -0.389, -0.241, -0.289, 0.621, -0.267, -0.276, -0.646, 0.119, 0.141, 0.124, -0.303, -0.059, -0.049, -0.056], "s2": 6.004, "homo_energy_ev": [-5.235, -5.227], "charge": -1, "gap_ev": [7.7, 7.7], "multiplicity": 5, "e_lumo_ev": [2.43, 2.43], "relative_energy_kj_mol": 26.96}



| no. | strongest force on any atom (hartree/bohr) |
| --- | --- |
| 1 | 0.0694 |
| 2 | 0.1161 |
| 3 | 0.0515 |